# 1
Here is a molecular structure, C50H40BrN6O2PdTe in a non-equilibrium geometry from OMol25. Energies are from ωB97M-V with the def2-TZVPD basis set.

```
101
Properties=species:S:1:pos:R:3:forces:R:3:mulliken_charge:R:1
Pd -0.945846 -1.358270 -0.423739 0.1 -0.7 0.8 0.924
Br 10.830754 -1.363570 5.315761 -0.6 -0.1 -0.1 -0.082
C 8.986254 -1.643570 5.010261 0.1 0.0 0.2 0.140
C 8.481554 -1.561570 3.708861 0.2 0.0 -0.1 -0.686
C 7.144854 -1.743370 3.477861 -0.3 0.1 0.4 0.077
C 6.256754 -2.007770 4.558361 2.0 0.6 -0.8 0.329
C 6.793754 -2.110770 5.862761 -0.5 -0.2 -0.2 -0.386
C 8.136654 -1.937070 6.081661 0.4 0.0 0.0 -0.497
N 4.944354 -2.120670 4.376361 -3.5 -0.6 0.5 -0.877
N 4.326254 -2.134170 3.282461 2.8 -0.2 -0.2 0.384
C 3.078254 -1.898070 2.944261 -0.9 0.4 0.5 0.222
C 2.054254 -1.454970 3.827061 -0.1 0.3 -0.3 -0.615
C 0.798754 -1.158470 3.367161 0.1 0.0 0.4 -0.714
C 0.441754 -1.315870 2.007661 -1.5 0.5 -0.1 0.456
O -0.738246 -0.973270 1.573761 1.6 -1.1 0.3 -0.598
C 1.426154 -1.825370 1.106461 1.2 -0.5 -0.5 0.613
N 1.051654 -2.031470 -0.190239 0.3 0.1 0.2 -0.306
C 1.967354 -2.416070 -1.070139 -0.6 0.2 0.0 -0.345
C 3.301354 -2.603470 -0.731839 0.3 0.0 0.8 -1.282
C 3.691154 -2.447070 0.587561 0.0 -0.2 -0.8 -0.500
C 2.752854 -2.068570 1.547061 -0.9 -0.1 -0.2 0.468
H 9.151754 -1.352170 2.889361 0.1 0.0 0.0 0.426
H 6.739854 -1.690770 2.478461 0.0 0.0 -0.1 0.345
H 6.127654 -2.332570 6.681961 -0.1 0.0 0.1 0.459
H 8.549554 -2.032270 7.074661 0.0 0.0 0.1 0.437
H 2.292054 -1.352970 4.875261 0.0 0.0 0.1 0.539
H 0.034854 -0.788270 4.037061 0.0 -0.1 0.1 0.566
H 1.632354 -2.576170 -2.088039 -0.1 0.1 0.0 0.539
H 4.013054 -2.870370 -1.494839 0.1 -0.1 -0.1 0.487
H 4.714054 -2.617170 0.882561 0.1 0.0 0.0 0.493
C -0.948246 -1.628570 -4.684239 -0.1 -0.2 0.0 -1.183
C -0.724446 -1.269970 -3.356239 0.2 0.3 -0.1 -0.486
N -1.210846 -1.949670 -2.330639 0.0 0.3 -0.2 0.933
C -1.953246 -3.058770 -2.563539 -0.4 -0.5 -0.3 0.007
C -2.250846 -3.476070 -3.884239 0.3 0.4 0.4 0.902
C -1.719046 -2.734470 -4.952939 0.1 0.2 0.3 -0.986
C -3.092446 -4.605570 -4.096639 -0.3 -0.3 0.2 -0.956
C -3.632346 -5.281370 -3.055239 0.1 0.1 -0.5 -0.957
C -3.342646 -4.909070 -1.712939 0.4 0.5 0.2 1.134
C -3.894146 -5.577170 -0.605239 0.1 0.2 0.2 -0.784
C -3.575046 -5.161470 0.663061 -0.1 -0.1 -0.2 -1.012
C -2.675446 -4.099370 0.815661 0.1 0.0 -0.2 -0.183
N -2.138946 -3.475270 -0.205939 0.4 0.2 0.0 0.224
C -2.474546 -3.822470 -1.461339 -0.4 -0.7 0.2 0.240
H -0.520146 -1.032370 -5.474839 0.0 0.1 0.0 0.567
H -0.131446 -0.390970 -3.127539 -0.1 -0.1 0.0 0.511
H -1.925346 -3.036370 -5.968339 0.0 0.0 -0.1 0.470
H -3.308846 -4.887670 -5.115439 0.0 -0.1 -0.1 0.456
H -4.289546 -6.119670 -3.225439 -0.1 -0.1 -0.1 0.458
H -4.571246 -6.401470 -0.770739 -0.1 -0.1 0.0 0.460
H -3.996746 -5.638870 1.532861 0.0 0.0 0.1 0.449
H -2.389246 -3.751470 1.801561 0.0 0.0 0.0 0.519
C 1.823454 7.106930 1.210861 0.1 0.0 0.0 -1.620
C 1.109054 5.810730 1.005161 0.0 0.0 0.0 0.734
C -0.127246 5.767430 0.378061 -0.2 -0.1 -0.2 -0.925
C -0.809246 4.568830 0.192261 0.3 0.5 0.1 0.895
C -2.145146 4.572530 -0.479239 0.1 0.0 -0.1 -1.499
C -0.193546 3.406730 0.628861 -2.0 0.0 -0.2 0.142
Te -1.336246 1.453130 0.243661 2.7 0.1 -0.8 0.432
N -2.544946 -0.168070 -0.417139 -0.2 0.7 0.3 -0.099
C -3.811146 -0.531270 -0.524039 -0.8 -0.5 -0.5 0.080
O -4.073746 -1.690770 -0.857339 -0.3 0.3 0.0 -0.555
C -4.867246 0.510530 -0.381639 -0.2 0.1 0.1 -0.399
C -6.004446 0.362530 -1.173339 0.2 -0.1 0.1 -0.531
C -7.004746 1.315630 -1.139839 -0.1 0.1 0.0 -0.677
C -6.884046 2.418230 -0.308539 0.0 0.0 0.0 -0.430
C -5.769646 2.553930 0.506361 0.0 0.1 0.1 -1.011
C -4.763446 1.602230 0.476561 -0.1 -0.1 -0.1 0.154
C -1.075246 1.790930 -1.845039 0.1 -0.1 0.0 2.145
C -2.230846 1.902130 -2.608839 -0.1 0.0 0.2 -0.776
C -2.146346 2.128030 -3.970139 -0.1 0.0 0.0 -0.710
C -0.905046 2.273630 -4.566639 0.0 0.0 0.0 -0.978
C 0.244554 2.137230 -3.809139 -0.1 0.0 0.0 -0.187
C 0.182454 1.867930 -2.444039 0.0 0.0 0.3 -0.134
C 1.435554 1.610830 -1.664739 0.0 0.0 0.1 -1.574
C 1.021554 3.403730 1.295761 0.1 -0.1 0.1 0.835
C 1.666954 2.156430 1.822661 -0.2 -0.2 0.1 -0.961
C 1.669454 4.624130 1.457961 -0.2 -0.2 -0.2 -0.948
H 1.221054 7.944230 0.872061 0.0 0.1 0.0 0.360
H 2.763654 7.109830 0.660961 0.1 0.1 0.0 0.347
H 2.058154 7.247030 2.264361 0.0 0.1 0.1 0.385
H -0.591146 6.679430 0.031761 0.0 0.2 0.0 0.416
H -2.659746 5.515530 -0.311339 -0.1 0.0 0.0 0.602
H -2.768346 3.754730 -0.100239 -0.2 0.1 0.0 0.069
H -2.027946 4.435130 -1.555539 -0.1 0.0 0.0 0.315
H -6.080946 -0.505170 -1.811439 0.0 -0.1 0.0 0.471
H -7.881446 1.196530 -1.759739 0.0 0.0 0.0 0.427
H -7.662346 3.166930 -0.287939 0.0 0.0 0.0 0.431
H -5.694946 3.400230 1.172961 0.0 0.1 0.1 0.459
H -3.922846 1.693630 1.158961 -0.1 0.0 0.0 0.927
H -3.198146 1.806630 -2.132339 -0.1 0.0 -0.1 0.344
H -3.047146 2.200930 -4.558339 -0.1 0.0 -0.1 0.549
H -0.831646 2.482730 -5.622239 0.0 0.0 -0.1 0.443
H 1.210454 2.223330 -4.283139 0.2 0.0 -0.1 0.488
H 2.240354 1.287530 -2.322739 0.1 0.0 0.0 0.570
H 1.252954 0.828630 -0.913039 0.2 0.2 -0.1 -0.019
H 1.761854 2.516030 -1.151339 0.1 0.0 0.1 0.317
H 1.002954 1.296830 1.700161 0.2 0.0 0.1 -0.632
H 1.891554 2.267030 2.882061 0.0 0.0 0.1 0.636
H 2.604254 1.955130 1.303161 0.0 -0.1 0.0 0.385
H 2.627654 4.637230 1.956961 0.1 0.0 0.1 0.505
```
Forces are in eV/Å.

Properties
Net charge: +2
2S+1: 2
HOMO level (spin up / spin down), Ha: -0.454 / -0.455
LUMO (spin up / spin down), eV: -7.222 / -7.477

***

# 2
Here is a molecular structure, C50H40N7O4SSeSiV from OMol25. Energies are from ωB97M-V with the def2-TZVPD basis set.

```
105
Properties=species:S:1:pos:R:3:forces:R:3:mulliken_charge:R:1
V 1.370067 0.814014 0.129531 0.4 -0.9 -0.2 -0.753
C 2.639660 -0.322112 -5.157386 0.0 0.0 0.0 -0.634
C 1.908967 -1.236176 -4.410876 0.0 0.0 0.0 -0.789
C 1.915134 -1.172486 -3.024888 -0.1 0.1 0.0 -0.137
C 2.650109 -0.181200 -2.390518 0.0 0.1 -0.1 -1.460
C 3.385449 0.739088 -3.133154 0.1 -0.1 0.0 0.424
C 3.380723 0.663068 -4.517985 0.0 0.0 0.0 -0.925
N 2.656031 -0.088984 -0.965381 -0.2 0.1 0.3 1.688
C 3.748139 -0.577722 -0.281975 0.1 0.1 -0.1 0.531
C 4.737636 -1.409334 -0.829151 0.0 0.0 0.0 -1.228
C 5.812890 -1.783510 -0.052203 0.0 0.0 -0.1 -0.726
C 5.973344 -1.348287 1.273691 0.0 0.0 0.1 -0.819
C 5.028750 -0.523542 1.832667 0.0 -0.2 0.0 -0.688
C 3.920934 -0.171022 1.057342 0.0 0.4 0.1 0.941
N 2.927746 0.706258 1.464370 0.0 0.0 -0.2 2.515
N 2.962913 1.342912 2.532864 0.0 -0.1 0.0 -1.353
C 1.803081 2.127409 2.718191 0.0 -0.1 0.0 -0.418
C 1.717058 2.931012 3.833438 -0.1 0.0 0.0 -0.729
C 0.545723 3.653311 4.023026 0.0 0.0 0.0 -0.496
C -0.483852 3.535274 3.106816 0.0 0.0 0.0 -1.208
C -0.308539 2.716020 2.001802 0.1 0.0 0.0 -0.382
N 0.815373 2.028672 1.810385 0.0 0.2 -0.1 1.341
H 2.634234 -0.378666 -6.238485 0.0 0.0 0.0 0.426
H 1.322445 -2.000405 -4.904121 0.0 0.0 0.0 0.469
H 1.324595 -1.862149 -2.438127 0.0 0.0 0.0 0.497
H 3.962707 1.496303 -2.614612 0.0 0.0 0.0 0.526
H 3.955312 1.374927 -5.097642 0.0 0.0 0.0 0.466
H 4.650888 -1.743018 -1.854096 0.0 0.0 0.0 0.563
H 6.564555 -2.431033 -0.486174 0.0 0.0 0.0 0.447
H 6.837816 -1.657624 1.843978 0.0 0.0 0.0 0.434
H 5.106812 -0.156580 2.846853 0.0 0.0 0.0 0.535
H 2.544934 2.968324 4.525927 0.0 0.0 0.0 0.606
H 0.437547 4.294193 4.887955 0.0 0.0 0.0 0.465
H -1.414590 4.070283 3.226128 0.0 0.0 0.0 0.569
H -1.075749 2.605218 1.246824 0.0 0.0 0.0 0.581
C -4.407151 -3.052774 -0.482566 0.0 0.1 0.0 -1.099
N -4.069439 -1.945049 -1.351532 -0.1 0.0 -0.1 0.362
C -2.835365 -1.681808 -1.848332 0.0 0.2 0.0 -0.679
Se -1.288488 -2.601543 -1.552146 0.0 -0.1 0.1 -0.021
N -2.938719 -0.548395 -2.582289 -0.1 -0.1 0.1 0.496
C -4.232299 -0.055883 -2.537485 0.0 -0.1 0.0 0.608
C -4.823914 1.073828 -3.077490 0.0 0.0 0.0 -0.847
C -6.169932 1.273145 -2.802528 0.0 0.0 0.0 -0.517
C -6.895800 0.372348 -2.021636 0.0 0.0 0.0 -0.735
C -6.301721 -0.760460 -1.482510 0.0 0.0 0.0 -0.660
C -4.957978 -0.955141 -1.755301 0.0 0.0 0.0 0.606
H -3.583714 -3.762103 -0.503016 0.0 0.0 0.0 0.358
H -5.320301 -3.529294 -0.836461 0.0 0.0 0.0 0.400
H -4.548451 -2.694201 0.539009 0.0 0.0 0.0 0.259
H -2.109967 -0.096290 -2.949029 0.0 0.0 0.0 0.214
H -4.264312 1.773710 -3.684380 0.0 0.0 0.0 0.488
H -6.669892 2.144100 -3.205364 0.0 0.0 0.0 0.418
H -7.945204 0.561024 -1.837147 0.0 0.0 0.0 0.410
H -6.865807 -1.455139 -0.874207 0.0 0.0 0.0 0.467
O 0.550762 -0.518911 0.795450 -0.2 0.5 -0.2 0.695
Si -0.398825 -1.337419 1.945799 0.1 0.0 0.0 -1.111
C 0.345099 -0.853863 3.594147 0.0 0.0 0.0 0.791
C -0.283200 0.013910 4.490163 0.0 0.0 0.0 -0.230
C 0.317425 0.355629 5.695252 0.0 0.0 0.0 -0.825
C 1.568479 -0.152029 6.017033 0.0 0.0 0.0 -0.679
C 2.211847 -1.014073 5.137468 0.0 0.0 0.0 -0.673
C 1.598131 -1.369386 3.945469 0.0 0.0 0.0 -0.499
C -2.124954 -0.662637 1.802529 0.0 -0.1 0.0 1.889
C -3.078651 -0.963042 2.779636 0.0 0.0 0.0 -0.563
C -4.369614 -0.456243 2.697331 0.0 0.0 0.0 -1.066
C -4.722191 0.374268 1.641879 0.0 0.0 0.0 -0.872
C -3.784099 0.693969 0.668389 0.0 0.0 0.0 -0.737
C -2.500909 0.170203 0.744929 0.0 0.0 0.0 -0.480
C -0.117032 -3.136788 1.625979 0.0 0.0 0.1 0.815
C 1.030139 -3.561066 0.953213 0.0 0.0 -0.1 0.210
C 1.270189 -4.910351 0.740990 0.0 0.0 0.0 -0.673
C 0.365779 -5.855554 1.206542 0.0 0.0 0.0 -0.715
C -0.773218 -5.448349 1.887011 0.0 0.0 0.0 -0.775
C -1.009365 -4.097623 2.098704 0.0 -0.1 0.0 -0.569
H -1.257533 0.426945 4.250628 0.0 0.0 0.0 0.428
H -0.194668 1.014914 6.385996 0.0 0.0 0.0 0.479
H 2.035950 0.111795 6.957627 0.0 0.0 0.0 0.416
H 3.180668 -1.425438 5.392466 0.0 0.0 0.0 0.475
H 2.098357 -2.071929 3.284670 0.0 0.0 0.0 0.356
H -2.819715 -1.593676 3.625022 0.0 0.0 0.0 0.441
H -5.095429 -0.704204 3.461725 0.0 0.0 0.0 0.454
H -5.727615 0.771258 1.574925 0.0 0.0 0.0 0.449
H -4.062134 1.334127 -0.160642 0.0 0.0 0.0 0.631
H -1.788968 0.396429 -0.042419 0.0 0.0 0.0 0.284
H 1.731717 -2.830837 0.559140 0.0 0.0 0.0 0.226
H 2.157681 -5.224736 0.205800 0.0 0.0 0.0 0.466
H 0.548383 -6.908641 1.035988 0.0 0.0 0.0 0.393
H -1.479654 -6.183863 2.250226 0.0 0.0 0.0 0.440
H -1.915399 -3.801643 2.619331 0.0 0.0 0.0 0.332
O -0.597129 0.962663 -3.145106 0.1 0.1 -0.1 -1.020
C 0.113228 1.819851 -2.683332 0.0 0.0 -0.1 0.049
N 0.412463 1.964837 -1.329624 -0.3 0.0 0.3 -0.006
S 1.277991 3.310930 -1.052886 0.3 0.0 0.1 1.057
O 2.440015 2.726406 -0.345100 0.0 0.1 0.2 -0.694
O 0.616732 4.369304 -0.358040 0.0 0.0 -0.1 -0.773
C 1.566321 3.739350 -2.720443 -0.1 -0.1 -0.1 0.586
C 2.288176 4.790664 -3.249957 0.0 0.0 0.0 -0.862
C 2.252350 4.929616 -4.631042 0.0 0.0 -0.1 -0.575
C 1.498120 4.064213 -5.424132 0.0 0.0 0.0 -0.715
C 0.760495 3.030167 -4.864814 0.0 0.0 0.0 -0.297
C 0.809171 2.873162 -3.492047 0.0 0.1 0.1 0.242
H 2.852210 5.470973 -2.626636 0.0 0.0 0.0 0.527
H 2.809790 5.728160 -5.102083 0.0 0.0 0.0 0.448
H 1.487597 4.207326 -6.496637 0.0 0.0 0.0 0.442
H 0.174643 2.348719 -5.467095 0.0 0.0 0.0 0.580
```
Forces are in eV/Å.

Properties
Net charge: +1
2S+1: 2
HOMO level (spin up / spin down), Ha: -0.336 / -0.336
LUMO (spin up / spin down), eV: -4.409 / -4.326
Relative energy (zero: lowest compared OMol25 entry of this formula, charge and spin), kJ/mol: 0.0

***

Short version: E = -5377.65396; -6646.73480 a.u., in the order given.